Entry 1:
58
Properties=species:S:1:pos:R:3:mulliken_charge:R:1 method="wB97M-V/def2-TZVPD" total_energy_ev=-53322.865 smiles="COC[C@@H](C)n1c(SCC(=O)NC(=O)Nc2ccc3c(c2)OCCO3)nc2ccccc2c1=O" orbital_gap_ha=0.2980
S 2.11 -2.06 -0.40 -0.154
O -0.86 -3.60 -4.07 -0.649
O 1.20 6.14 4.41 -0.453
O 2.15 0.30 2.35 -0.763
O -1.34 7.23 3.70 -0.466
O -1.71 1.22 1.11 -0.679
O 3.12 -4.77 -3.91 -0.316
N 0.12 2.08 2.21 -0.029
N -0.50 -2.16 -0.32 -0.444
N 0.13 -0.07 1.35 0.247
N 0.45 -2.88 -2.35 0.176
C -4.33 -2.85 -1.76 -0.618
C 0.51 -2.40 -1.08 0.660
C 0.61 4.14 3.29 -0.885
C -4.14 -2.33 -0.48 -0.507
C -0.29 3.36 2.58 0.505
C -0.58 1.14 1.54 0.606
C -1.88 5.16 2.67 -0.912
C 0.28 5.43 3.69 0.504
C 3.35 -6.04 -4.46 -0.771
C -1.95 -2.91 -2.09 0.336
C 1.72 -2.06 -4.29 -1.682
C 0.65 7.28 5.05 -0.456
C -0.80 -3.17 -2.93 0.712
C -1.76 -2.39 -0.80 -0.162
C 1.74 -1.84 1.37 -0.805
C -0.25 8.04 4.08 -0.464
C 1.38 -0.41 1.74 0.811
C -2.87 -2.10 0.01 -0.484
C -1.56 3.87 2.28 -0.523
C -0.98 5.95 3.36 0.528
C 1.65 -3.08 -3.15 -0.188
C 1.76 -4.52 -3.66 -0.837
C -3.25 -3.14 -2.56 -0.547
H 0.93 -2.53 1.62 0.354
H 1.07 1.82 2.49 0.199
H -0.67 8.93 4.54 0.339
H 2.63 -2.23 -4.85 0.450
H 2.52 -2.92 -2.50 0.379
H 2.84 -6.15 -5.42 0.314
H 1.37 -5.21 -2.90 0.470
H -4.99 -2.09 0.13 0.414
H 0.33 8.32 3.19 0.289
H 1.59 3.77 3.55 0.443
H -3.36 -3.54 -3.56 0.471
H 0.06 6.97 5.92 0.288
H -0.38 -0.77 0.80 -0.026
H 3.02 -6.83 -3.79 0.315
H 4.43 -6.12 -4.61 0.251
H 1.72 -1.05 -3.90 0.352
H -2.27 3.27 1.75 0.534
H -2.72 -1.67 0.99 0.444
H 1.17 -4.65 -4.58 0.449
H -5.33 -3.03 -2.12 0.412
H 0.87 -2.19 -4.96 0.360
H 1.50 7.89 5.37 0.340
H -2.85 5.57 2.44 0.417
H 2.66 -2.12 1.88 0.450

Entry 2:
59
Properties=species:S:1:pos:R:3:mulliken_spin:R:1 method="wB97M-V/def2-TZVPD" s_squared=8.827 multiplicity=6 total_energy_ev=-114571.048 orbital_gap_ha="0.1774 / 0.1986"
Ru -0.96 0.27 0.04 2.673
Se -2.75 -1.11 0.78 0.133
Si -3.24 -1.62 2.95 0.009
O -0.56 0.13 -2.19 0.225
O 0.03 0.22 2.17 0.213
N 2.04 4.06 -0.90 0.211
N 0.88 -1.73 1.25 0.293
N 0.42 1.89 -0.09 0.299
N -2.19 1.88 -0.40 -0.010
N -3.58 3.38 -1.01 0.022
N 0.36 -1.33 0.10 0.196
N -2.37 4.00 -1.13 0.117
C 1.84 -0.49 5.82 -0.001
C -4.66 -2.80 2.76 0.000
C 0.16 -2.14 -2.20 0.128
C 1.78 -2.45 3.85 0.023
C -0.59 -2.17 -4.90 0.009
C 1.29 -1.18 3.58 -0.003
C 0.74 4.09 -1.04 -0.041
C 2.30 -2.74 5.11 -0.004
C 0.36 -3.31 -3.01 -0.065
C -0.42 -0.95 -2.81 0.095
C 0.68 -0.83 2.26 -0.061
C -1.53 3.05 -0.75 0.011
C 2.33 -1.76 6.09 0.007
C -0.11 3.05 -0.65 0.266
C -3.47 2.13 -0.59 -0.003
C 1.78 1.86 0.04 0.022
C 1.31 -0.20 4.57 0.005
C -0.79 -1.03 -4.20 0.026
C -3.76 -0.09 3.85 0.004
C -1.80 -2.43 3.78 0.003
C -0.01 -3.33 -4.31 0.087
C 0.56 -2.22 -0.87 -0.053
C 2.55 2.90 -0.34 0.139
H 1.87 0.28 6.58 0.000
H 2.68 -3.73 5.32 0.000
H 0.29 4.98 -1.48 -0.006
H -1.21 -0.14 -4.65 -0.001
H -5.06 -3.06 3.75 0.000
H -0.88 -2.20 -5.95 0.002
H -2.90 0.57 4.02 0.000
H 3.63 2.86 -0.21 0.011
H -0.98 -1.71 3.92 -0.001
H 0.92 0.78 4.34 0.001
H -4.29 1.45 -0.41 -0.004
H 1.76 -3.21 3.07 0.002
H 0.81 -4.18 -2.55 -0.005
H 2.73 -1.99 7.07 0.000
H 2.21 0.97 0.47 0.020
H -4.20 -0.35 4.82 0.003
H 0.14 -4.23 -4.90 0.005
H -4.50 0.46 3.26 0.000
H -2.10 -2.81 4.77 0.001
H -5.46 -2.35 2.17 0.001
H -1.44 -3.26 3.18 0.000
H -4.42 3.87 -1.25 0.001
H -4.33 -3.71 2.26 0.001
H 1.10 -3.10 -0.56 -0.010

Entry 3:
59
Properties=species:S:1:pos:R:3:mulliken_spin:R:1 method="wB97M-V/def2-TZVPD" s_squared=8.781 multiplicity=6 total_energy_ev=-114570.863 orbital_gap_ha="0.1956 / 0.2044"
Ru -0.65 -0.37 -0.48 3.718
Se 0.13 1.61 -1.80 0.516
Si -0.09 3.39 -0.28 -0.016
O 1.36 0.45 0.61 0.095
O -1.97 -1.77 -1.25 0.169
N -5.18 0.69 0.50 0.050
N -1.28 -1.58 3.81 0.010
N -2.43 -1.02 3.40 0.018
N -0.85 -0.90 1.81 0.052
N 2.12 -1.39 -0.50 0.019
N 0.86 -1.72 -0.79 0.097
N -2.40 0.61 0.11 -0.003
C 3.91 1.56 0.52 0.010
C -0.42 -4.97 -2.01 0.002
C 2.30 -0.25 0.14 -0.015
C -3.24 1.07 -0.83 0.056
C 6.28 1.23 0.40 0.000
C -0.49 -3.62 -1.60 -0.030
C 3.70 0.21 0.26 0.002
C -4.39 0.17 1.40 -0.012
C -1.53 -5.69 -2.36 0.019
C -2.15 -0.60 2.17 -0.039
C -0.59 2.80 1.47 0.014
C -3.00 0.06 1.24 0.085
C -4.60 1.12 -0.65 -0.018
C 6.07 -0.12 0.16 0.001
C 1.54 4.38 -0.19 0.023
C 0.70 -2.95 -1.24 0.057
C -2.79 -5.08 -2.30 0.002
C -2.92 -3.78 -1.91 0.015
C 4.79 -0.63 0.08 0.003
C 5.19 2.07 0.57 0.002
C -1.79 -3.00 -1.56 0.064
C -0.35 -1.50 2.85 0.016
C -1.39 4.55 -1.08 0.026
H -1.44 -6.71 -2.67 0.002
H -1.63 2.50 1.52 -0.002
H 1.62 -3.52 -1.34 0.013
H -2.79 1.47 -1.74 0.001
H 4.63 -1.68 -0.12 0.000
H -3.88 -3.29 -1.86 0.000
H 0.66 -1.87 2.93 0.000
H 5.35 3.13 0.73 0.000
H 1.31 5.43 -0.02 0.000
H 2.17 4.06 0.63 -0.002
H 7.28 1.63 0.45 0.000
H -1.45 5.47 -0.51 0.003
H -3.67 -5.65 -2.57 0.001
H -2.39 4.12 -1.12 -0.004
H 0.55 -5.44 -2.05 -0.002
H 2.11 4.30 -1.11 -0.001
H -1.22 -1.99 4.73 -0.001
H -1.09 4.79 -2.09 0.000
H 0.02 1.94 1.76 -0.009
H -4.84 -0.21 2.31 0.000
H -5.26 1.51 -1.41 0.001
H 6.92 -0.76 0.01 0.000
H 3.05 2.19 0.65 -0.007
H -0.43 3.59 2.20 0.001

Entry 4:
55
Properties=species:S:1:pos:R:3:mulliken_charge:R:1 method="wB97M-V/def2-TZVPD" charge=+2 total_energy_ev=-53171.336 orbital_gap_ha="0.1434 / 0.0873"
Sn -1.42 -16.96 15.82 1.359
S 1.26 -11.32 9.05 -0.160
O -0.86 -21.75 15.58 -0.390
O -0.93 -10.14 10.13 -0.506
O -3.43 -16.49 15.81 -0.344
O -0.24 -19.60 15.68 -0.543
O -5.50 -16.70 15.00 -0.496
O -2.72 -18.83 15.02 -0.333
C -0.48 -13.08 10.17 -0.598
C -1.56 -16.19 19.49 0.812
C -2.68 -13.53 17.02 -1.209
C 0.67 -12.30 10.35 0.162
C -0.31 -13.86 12.41 0.578
C -0.28 -15.73 19.83 -0.473
C -2.30 -15.47 18.56 -0.374
C -0.51 -13.83 18.36 -0.777
C 0.02 -9.94 9.37 0.691
C -2.56 -20.21 15.22 -0.441
C -0.85 -14.70 13.39 0.972
C -1.04 -15.46 14.34 -1.473
C 0.91 -13.15 12.63 -0.487
C 1.38 -12.39 11.55 -0.452
C 1.59 -14.07 19.77 -1.458
C -1.80 -14.25 18.00 0.395
C 0.25 -14.56 19.29 0.768
C -1.02 -13.77 11.21 -0.561
C -4.37 -17.07 15.03 0.526
C -2.11 -17.45 20.14 -1.205
C -1.10 -20.48 15.60 0.463
C -3.86 -18.25 14.27 -0.521
C 0.36 -8.69 8.54 -0.984
H -3.18 -20.56 16.05 0.367
H -3.17 -14.28 16.41 0.173
H -3.49 -12.98 17.56 0.386
H 1.88 -13.23 19.16 0.384
H -2.18 -12.81 16.37 0.381
H -3.14 -17.25 20.51 0.366
H -4.55 -19.04 14.15 0.529
H -3.28 -15.91 18.20 0.479
H -1.97 -14.28 11.16 0.461
H -2.13 -18.21 19.36 0.232
H 1.63 -13.81 20.83 0.361
H -0.11 -12.89 17.99 0.444
H 2.33 -11.88 11.73 0.442
H 0.36 -16.30 20.52 0.410
H 0.05 -22.05 15.75 0.416
H -0.48 -8.54 7.89 0.309
H -3.44 -17.92 13.31 0.216
H 1.27 -8.81 7.90 0.359
H 0.47 -7.82 9.21 0.305
H -1.07 -12.99 9.29 0.443
H 2.39 -14.81 19.63 0.370
H -2.80 -20.80 14.26 0.405
H 1.44 -13.18 13.59 0.447
H -1.44 -17.84 20.93 0.378

Entry 5:
58
Properties=species:S:1:pos:R:3:mulliken_spin:R:1 method="wB97M-V/def2-TZVPD" s_squared=2.016 charge=+2 multiplicity=3 total_energy_ev=-116903.682 orbital_gap_ha="0.2502 / 0.2428"
I 1.97 -0.29 -2.99 -0.021
Mo 0.53 -0.36 -0.48 1.974
Br 2.89 -0.35 -6.25 -0.002
O 2.50 2.91 0.81 0.047
O -0.79 -1.47 -1.02 -0.003
O 1.77 0.86 0.20 0.022
O -2.93 -1.13 -0.70 0.029
N 2.10 -1.82 0.26 -0.027
N -0.26 1.59 -0.92 -0.061
N -0.73 -0.18 1.40 -0.031
C -1.80 3.15 -1.86 -0.011
C 0.22 -2.62 -4.00 0.005
C 1.11 -2.55 -6.63 -0.001
C -1.32 -5.62 -1.20 -0.001
C 0.17 -3.49 -6.24 0.001
C -1.13 -4.26 -1.08 -0.003
C 2.28 -1.82 1.74 -0.011
C 1.01 -2.29 2.45 0.012
C -0.27 -3.53 -4.92 0.000
C -3.52 -3.92 -1.15 0.000
C -2.23 -3.40 -1.05 -0.002
C -0.01 0.07 2.69 0.010
C 1.15 -1.69 -4.41 -0.004
C -1.39 1.85 -1.60 0.036
C 0.37 -1.24 3.37 0.001
C 1.72 2.19 0.26 -0.004
C 1.61 -1.63 -5.72 -0.001
C 0.13 3.94 -0.69 -0.008
C -2.06 -1.94 -0.91 -0.011
C 0.48 2.63 -0.47 0.031
C -3.70 -5.28 -1.29 -0.001
C -2.60 -6.13 -1.30 0.002
C -1.03 4.21 -1.40 0.018
H -0.13 -3.85 -1.01 0.006
H -0.11 -2.65 -2.98 0.004
H -1.33 5.23 -1.59 0.000
H -0.47 -6.29 -1.22 0.000
H -0.52 -1.68 3.82 -0.001
H 1.46 -2.52 -7.65 0.000
H 2.55 -0.80 2.03 -0.003
H -1.00 -4.27 -4.60 0.000
H -2.71 3.32 -2.41 0.000
H -0.21 -4.20 -6.96 0.000
H -4.37 -3.24 -1.13 0.000
H 2.98 -1.54 -0.16 0.006
H 0.77 4.73 -0.30 0.000
H -1.97 1.00 -1.93 -0.003
H 0.28 -2.61 1.69 0.000
H -4.70 -5.68 -1.38 0.000
H 1.21 -3.17 3.05 -0.001
H 0.86 0.69 2.48 -0.007
H -2.75 -7.20 -1.40 0.000
H -1.39 0.58 1.22 0.005
H -0.66 0.64 3.36 -0.001
H 1.05 -1.00 4.19 0.000
H 3.12 -2.46 2.00 0.000
H 1.95 -2.78 -0.05 -0.001
H -1.34 -0.99 1.54 0.007

Entry 6:
56
Properties=species:S:1:pos:R:3:mulliken_charge:R:1 method="wB97M-V/def2-TZVPD" total_energy_ev=-40192.448 smiles="O=C(COC(=O)C1(c2ccc(F)cc2)CCCC1)N1CCN(C(=O)c2ccco2)CC1" orbital_gap_ha=0.3496
F 6.82 3.64 0.94 -0.340
O 1.62 0.61 -0.09 -0.277
O -0.23 -1.25 0.26 -0.685
O -6.30 -0.21 1.41 -0.261
O -6.06 2.07 -1.34 -0.733
O 1.84 -0.68 -1.91 -0.670
N -4.60 0.42 -0.88 0.194
N -1.84 -0.14 -0.86 0.247
C 5.32 2.53 -0.50 -0.832
C 3.52 -0.79 -0.16 3.305
C 2.26 -0.31 -0.84 -0.792
C 6.02 2.58 0.69 0.406
C -3.77 0.83 -1.99 -1.350
C 3.08 -1.66 1.04 -1.206
C 5.94 1.57 1.63 -0.992
C -5.73 1.14 -0.62 0.323
C 4.31 -1.77 -1.04 -0.914
C -4.08 -0.66 -0.06 -0.300
C -0.60 -0.26 -0.34 0.836
C -7.75 1.40 0.87 -0.469
C 4.51 1.43 -0.74 -0.320
C 5.08 -2.61 -0.02 -0.606
C -6.57 0.78 0.53 0.482
C 0.33 0.95 -0.53 -0.796
C -8.21 0.74 2.03 -0.474
C 4.39 0.40 0.19 -0.827
C -2.33 1.05 -1.53 -0.355
C 5.12 0.48 1.37 -0.037
C -2.80 -1.20 -0.66 -1.249
C 4.08 -2.83 1.12 -0.808
C -7.29 -0.22 2.31 -0.489
H -7.23 -0.95 3.09 0.465
H -9.11 0.96 2.58 0.454
H 5.95 -2.05 0.33 0.335
H -3.80 0.08 -2.78 0.308
H 3.96 1.37 -1.67 0.453
H 5.43 -3.55 -0.45 0.458
H -4.82 -1.47 0.02 0.437
H -3.88 -0.29 0.95 0.365
H -4.19 1.76 -2.38 0.471
H 5.41 3.33 -1.21 0.439
H -2.30 1.91 -0.84 0.353
H -3.00 -1.71 -1.62 0.325
H 0.00 1.79 0.08 0.401
H -1.71 1.29 -2.40 0.419
H -8.20 2.21 0.35 0.541
H 0.36 1.23 -1.59 0.396
H 3.04 -1.07 1.96 0.561
H 3.61 -2.38 -1.60 0.436
H 5.07 -0.31 2.10 0.359
H 2.07 -2.03 0.86 0.173
H 4.58 -2.87 2.09 0.272
H 6.51 1.63 2.54 0.443
H -2.34 -1.93 0.01 0.419
H 3.55 -3.77 0.98 0.375
H 4.96 -1.26 -1.74 0.330

Entry 7:
56
Properties=species:S:1:pos:R:3:mulliken_charge:R:1 method="wB97M-V/def2-TZVPD" total_energy_ev=-39076.636 smiles="COc1ccc(C(=O)N2CCN(Cc3cn[nH]c3-c3ccc(OC)cc3F)CC2)cc1" orbital_gap_ha=0.3240
F 0.10 -0.16 3.64 -0.421
O -0.61 -3.90 -0.72 -0.678
O 2.89 2.49 1.01 -0.447
O 4.77 -0.74 -1.89 -0.449
N -1.48 -1.94 -1.40 0.175
N -2.53 0.66 3.99 0.480
N -3.17 0.05 -0.35 0.010
N -3.78 0.26 4.16 -1.112
C -1.38 -0.58 -1.85 -1.636
C -3.28 -1.33 0.11 -0.329
C 0.93 -2.21 -1.37 -0.629
C -3.79 1.01 0.55 -1.448
C -1.81 0.36 -0.72 0.703
C 5.63 -1.23 -2.90 -0.914
C 2.75 -0.78 -0.72 -0.292
C 1.71 -2.71 -2.41 -0.789
C 3.53 -1.27 -1.78 0.749
C 0.21 0.86 2.76 0.644
C -0.76 2.55 1.42 -0.415
C -4.35 0.37 2.98 -0.958
C -0.44 -2.77 -1.13 0.415
C -3.46 0.86 2.01 1.356
C 3.12 3.48 0.04 -0.929
C -2.27 1.04 2.71 -0.660
C -0.95 1.49 2.30 0.154
C 2.99 -2.24 -2.62 -0.756
C -2.83 -2.28 -1.00 -1.341
C 0.49 2.93 0.97 -0.724
C 1.47 1.20 2.33 -0.433
C 1.47 -1.25 -0.52 0.543
C 1.62 2.24 1.41 0.734
H 6.56 -0.69 -2.78 0.249
H 5.81 -2.30 -2.77 0.364
H -5.38 0.10 2.84 0.525
H 1.30 -3.47 -3.06 0.451
H -4.88 0.89 0.45 0.474
H -2.66 -1.51 1.01 0.218
H 3.18 -0.04 -0.07 0.514
H -1.76 1.39 -1.07 0.557
H -1.63 3.10 1.08 0.616
H -3.49 -2.19 -1.86 0.375
H 0.58 3.75 0.28 0.501
H 4.19 3.47 -0.15 0.255
H -2.82 -3.31 -0.64 0.477
H -0.36 -0.36 -2.16 0.492
H -2.05 -0.44 -2.71 0.446
H 0.89 -0.88 0.31 0.401
H 3.57 -2.65 -3.43 0.397
H 2.83 4.47 0.40 0.365
H 5.22 -1.04 -3.90 0.352
H -1.88 0.64 4.76 0.203
H -1.11 0.23 0.12 -0.605
H 2.59 3.26 -0.89 0.353
H -4.32 -1.53 0.37 0.503
H -3.53 2.01 0.19 0.434
H 2.33 0.67 2.69 0.481

Entry 8:
56
Properties=species:S:1:pos:R:3:mulliken_spin:R:1 method="wB97M-V/def2-TZVPD" s_squared=0.753 multiplicity=2 total_energy_ev=-225101.793 orbital_gap_ha="0.2848 / 0.2444"
Se -0.51 2.58 -1.30 -0.001
Se -2.08 0.97 1.35 0.000
Ge 2.33 0.07 0.41 -0.012
Mg -0.17 -0.08 -0.35 0.006
O -1.02 -0.71 -2.08 0.179
O -1.48 -3.93 -0.44 0.187
O -1.85 -2.61 -3.06 0.187
O -0.88 -1.86 0.37 0.200
C 2.66 -3.23 3.10 0.000
C 3.28 -0.07 -1.33 0.003
C 3.22 1.59 1.33 0.000
C -1.41 -1.85 -2.28 0.135
C 2.18 -2.15 2.35 0.000
C 4.10 0.94 -1.77 0.000
C 3.52 -1.14 -3.53 0.002
C 3.19 -2.20 -4.42 0.001
C 1.23 3.15 -1.94 0.001
C 4.35 -0.07 -3.94 -0.001
C -1.05 0.51 2.94 0.004
C 1.91 -3.27 -2.69 0.003
C -1.65 2.88 1.30 0.000
C 2.39 -3.23 -4.02 0.001
C 3.98 -3.64 2.94 0.000
C 3.00 -1.47 1.45 0.000
C 2.22 -2.27 -1.82 0.003
C -0.39 3.23 0.54 0.001
C 3.00 -1.15 -2.21 -0.002
C 4.31 -1.91 1.30 0.000
C 4.64 0.94 -3.08 0.000
C -1.22 -2.78 -0.37 0.110
C 4.80 -2.98 2.04 0.000
H -1.52 0.95 3.81 0.000
H 4.30 1.44 1.41 0.000
H -0.28 4.31 0.52 0.000
H 0.50 2.78 0.98 0.000
H 1.37 2.69 -2.92 0.000
H 2.14 -4.03 -4.70 0.000
H 5.29 1.76 -3.39 0.000
H 4.35 -4.48 3.51 0.000
H 5.82 -3.31 1.90 0.000
H -1.57 3.20 2.34 0.000
H -1.07 -0.58 3.02 -0.001
H 1.26 4.23 -2.02 0.000
H 4.34 1.77 -1.11 0.000
H 3.58 -2.16 -5.43 0.000
H 4.74 -0.07 -4.95 0.000
H 2.01 -3.74 3.79 0.000
H 4.96 -1.41 0.59 0.000
H 1.14 -1.85 2.47 -0.001
H 2.83 1.66 2.35 0.000
H 1.31 -4.11 -2.37 -0.002
H 3.05 2.55 0.84 0.000
H 2.00 2.79 -1.26 0.000
H 1.88 -2.34 -0.79 -0.002
H -2.52 3.38 0.88 0.000
H -0.02 0.85 2.83 -0.001

no.,molecular weight (g mol⁻¹)
1,484.534
2,638.608
3,638.608
4,547.217
5,710.218
6,428.460
7,424.476
8,620.284